{"formula": "C36H81BO10P", "method": "wB97M-V/def2-TZVPD", "symbols": ["C", "C", "C", "C", "C", "C", "C", "C", "C", "C", "C", "C", "C", "C", "C", "C", "P", "O", "C", "C", "C", "C", "C", "C", "B", "O", "O", "C", "C", "O", "H", "H", "H", "H", "H", "H", "H", "H", "H", "H", "H", "H", "H", "H", "H", "H", "H", "H", "H", "H", "H", "H", "H", "H", "H", "H", "H", "H", "H", "H", "H", "H", "H", "H", "H", "H", "H", "H", "H", "H", "H", "H", "H", "H", "H", "H", "H", "H", "H", "H", "H", "H", "H", "C", "O", "C", "C", "O", "C", "C", "O", "C", "H", "H", "H", "H", "H", "H", "H", "H", "H", "H", "H", "H", "H", "H", "C", "O", "C", "C", "O", "C", "C", "O", "C", "H", "H", "H", "H", "H", "H", "H", "H", "H", "H", "H", "H", "H", "H"], "coordinates": [[-1.4586, -2.5745, 3.8023], [-1.9483, -1.5288, 2.7731], [-2.9932, -2.0468, 1.7673], [-4.4355, -1.5638, 2.0229], [-5.1086, -1.0575, 0.7471], [-4.4711, 0.2581, 0.2428], [-5.4777, 1.3924, -0.0480], [-5.5462, 2.4373, 1.0785], [-4.5857, 3.6035, 0.8914], [-3.1312, 3.1993, 0.6795], [-2.2327, 4.3765, 0.2802], [-0.9018, 4.4439, 1.0410], [0.2120, 3.5940, 0.4523], [0.1484, 2.0919, 0.7665], [-0.6197, 1.2407, -0.2633], [0.1024, -0.0260, -0.7345], [1.7546, 0.2027, -1.6389], [3.3323, 0.3562, -2.4619], [4.4068, -0.2492, -1.8361], [5.3413, 0.7207, -1.1006], [4.7770, 1.3576, 0.1802], [5.7649, 1.2609, 1.3479], [4.3866, 2.8224, -0.0610], [3.8581, -1.3398, -0.8918], [3.6552, -2.8003, -1.4459], [3.1594, -3.0279, -2.7138], [3.8854, -3.8982, -0.6053], [2.8797, -4.0349, 0.4031], [3.2922, -3.3842, 1.7228], [2.5112, -1.0070, -0.5599], [-1.9082, -3.5437, 3.6014], [-1.6820, -2.2711, 4.8209], [-0.3824, -2.7040, 3.7139], [-2.3526, -0.6671, 3.3001], [-1.0851, -1.1669, 2.2176], [-2.6723, -1.7626, 0.7660], [-2.9981, -3.1366, 1.7816], [-4.4059, -0.7388, 2.7342], [-5.0408, -2.3766, 2.4231], [-4.9665, -1.8106, -0.0296], [-6.1745, -0.9109, 0.9155], [-3.8073, 0.6207, 1.0288], [-3.8419, 0.0769, -0.6252], [-5.1360, 1.9064, -0.9493], [-6.4619, 0.9858, -0.2731], [-6.5558, 2.8501, 1.1249], [-5.3465, 1.9419, 2.0299], [-4.9291, 4.2506, 0.0823], [-4.6395, 4.2083, 1.8023], [-3.0934, 2.4489, -0.1095], [-2.7609, 2.7506, 1.6017], [-1.9743, 4.2673, -0.7750], [-2.7674, 5.3224, 0.3695], [-0.5706, 5.4837, 1.0016], [-1.0697, 4.1837, 2.0876], [1.1470, 3.9693, 0.8774], [0.2784, 3.7524, -0.6246], [1.1546, 1.7166, 0.9166], [-0.3561, 1.9991, 1.7347], [-1.5609, 0.9330, 0.2121], [-0.9206, 1.8492, -1.1199], [-0.5608, -0.5539, -1.4237], [0.2398, -0.6749, 0.1337], [1.4055, -0.8823, -2.5488], [1.2107, 1.1586, -2.5851], [2.1667, 1.2679, -0.7795], [5.0382, -0.7466, -2.5888], [6.2423, 0.1585, -0.8457], [5.6025, 1.5155, -1.8019], [3.8709, 0.8467, 0.5020], [6.5968, 1.9575, 1.2304], [6.1954, 0.2582, 1.3665], [5.2669, 1.4292, 2.3015], [3.8427, 2.9097, -0.9987], [5.2786, 3.4495, -0.0715], [3.7103, 3.1601, 0.7267], [4.4374, -1.3808, 0.0388], [2.2960, -3.4445, -2.6656], [2.6830, -5.0964, 0.5449], [1.9511, -3.5683, 0.0632], [2.8964, -2.3736, 1.7843], [4.3773, -3.3470, 1.7741], [2.9149, -3.9578, 2.5687], [-10.2665, -2.0349, -0.1055], [-10.0623, -3.1655, 0.7102], [-8.7325, -3.6557, 0.6569], [-8.3130, -4.2743, 1.9700], [-8.0186, -3.3350, 2.9905], [-9.0939, -2.6577, 3.6159], [-9.9030, -3.5060, 4.5697], [-10.7747, -4.3834, 3.8771], [-11.0535, -5.5626, 4.5928], [-10.1741, -2.2850, -1.1689], [-11.2754, -1.6727, 0.0849], [-9.5551, -1.2368, 0.1365], [-8.0350, -2.8481, 0.4068], [-8.6697, -4.4227, -0.1270], [-7.3666, -4.7898, 1.7908], [-9.0368, -5.0195, 2.3068], [-9.7407, -2.1675, 2.8852], [-8.6162, -1.8754, 4.2104], [-10.5038, -2.8413, 5.2062], [-9.2180, -4.0739, 5.2103], [-10.1310, -6.0872, 4.8682], [-11.6406, -6.2088, 3.9426], [-11.6314, -5.3545, 5.5014], [7.8908, 1.9447, -6.8621], [8.5430, 2.6270, -5.8164], [7.6764, 2.9388, -4.7346], [8.4076, 2.9300, -3.4132], [8.6990, 1.6356, -2.9167], [9.7331, 0.8893, -3.5271], [11.1306, 1.3643, -3.2009], [11.4696, 2.5368, -3.9241], [12.3982, 3.3496, -3.2504], [7.1508, 2.5838, -7.3583], [8.6503, 1.6561, -7.5874], [7.3917, 1.0405, -6.4964], [6.8491, 2.2228, -4.6853], [7.2576, 3.9413, -4.8962], [7.7286, 3.3587, -2.6726], [9.3007, 3.5587, -3.4480], [9.5907, 0.8084, -4.6070], [9.6313, -0.1137, -3.1058], [11.8426, 0.5698, -3.4660], [11.2004, 1.5476, -2.1222], [12.0406, 3.6146, -2.2484], [12.5150, 4.2635, -3.8308], [13.3752, 2.8578, -3.1628]], "multiplicity": 1, "charge": -1, "homo_energy_ev": -4.219, "max_force_ha_per_bohr": 0.01687, "gap_ev": 6.28}